(1)
45
Properties=species:S:1:pos:R:3 method="wB97M-V/def2-TZVPD" largest_force_ev_per_a=7.83 homo_lumo_gap_ev=6.571 lumo_energy_ev=-0.197 e_homo_ev=-6.77 total_energy_ev=-35718.88160 relative_energy_kcal_mol=0.0
C -68.87277 -4.71105 92.60364
C -67.53177 -5.46288 92.34613
C -67.38163 -6.05251 90.99534
N -65.99643 -6.59392 90.69355
C -65.79259 -7.79035 91.52917
C -64.57637 -8.68252 90.93800
C -64.69138 -9.13243 89.52010
C -64.86135 -7.86996 88.69339
C -66.04588 -7.06333 89.18025
C -64.86676 -5.64662 90.88976
H -68.64635 -4.37081 93.62201
H -69.93322 -5.14089 92.38231
H -68.81683 -3.85832 92.03162
H -67.39051 -6.05006 93.16819
H -66.73267 -4.83701 92.45354
H -67.36891 -5.08663 90.22708
H -68.01521 -6.95049 90.72612
H -66.72190 -8.54899 91.58544
H -65.61807 -7.69922 92.58569
H -64.34397 -9.74178 91.55131
H -63.54000 -8.44604 91.08392
H -65.68752 -9.57979 89.52389
H -63.70427 -9.71478 89.27503
H -65.09118 -8.29868 87.69952
H -63.90199 -7.26979 88.69324
H -66.89815 -7.79647 89.16502
H -65.87977 -6.33306 88.59566
H -64.31751 -5.55505 91.94692
H -65.11300 -4.64761 90.34323
H -63.86532 -5.87694 90.52187
I -67.86461 -3.22179 88.05306
C -70.77987 -1.69485 86.67731
C -71.87151 -2.46767 85.92174
O -71.41689 -2.69074 84.59649
C -72.06143 -3.52373 83.74453
O -73.07772 -4.25050 83.89043
C -71.18894 -3.69164 82.47815
F -72.04247 -3.98275 81.42486
F -70.53176 -2.60474 82.18394
F -70.28797 -4.79244 82.53305
H -70.74584 -0.55008 86.38795
H -69.74834 -2.02392 86.42650
H -70.85126 -1.83683 87.78503
H -72.93391 -2.28495 85.99156
H -72.11055 -3.42387 86.42406

=====

(2)
49
Properties=species:S:1:pos:R:3 method="wB97M-V/def2-TZVPD" largest_force_ev_per_a=2.76 homo_lumo_gap_ev="4.463 / 6.176" lumo_energy_ev="-0.090 / -0.133" e_homo_ev="-4.55 / -6.31" total_energy_ev=-52677.40163 relative_energy_kcal_mol=0.0
C -1.31893 -0.78052 -3.40438
C -0.47119 -0.38347 -2.34203
N -0.91449 -0.52834 -1.02361
C -1.81355 -1.52517 -0.81392
C -2.50623 -2.10803 -1.86072
C -2.32818 -1.68028 -3.16223
C 0.78357 0.20511 -2.57858
P 2.03061 0.29678 -1.35352
Y -0.01860 1.04106 0.67355
P -1.59337 -0.91797 1.93041
C -2.05126 -2.07467 0.58598
O -0.73745 3.55076 -3.06267
O 0.36280 3.18748 -0.39171
H -1.07438 -0.42755 -4.40363
H -3.25992 -2.85857 -1.62461
H -2.90947 -2.10178 -3.98579
C 3.05541 -1.09613 -1.91552
C 3.05597 1.72734 -1.88919
H -3.11238 -2.36270 0.68114
H -1.46728 -3.00651 0.70470
H -0.19285 3.02389 -3.66472
H 1.01365 0.55282 -3.59211
C -1.19514 -2.08532 3.25628
C -3.26674 -0.36562 2.41679
H -1.57625 1.54157 2.14867
H 0.72787 3.97663 0.04806
H -0.06499 3.49355 -1.23300
H -1.63886 3.26187 -3.20596
H 2.03670 -0.64683 1.83297
H -1.11219 2.15737 2.16272
H 3.51315 -0.85298 -2.88140
H 3.82928 -1.32716 -1.17897
H 2.39125 -1.95527 -2.05093
H 3.50241 1.52966 -2.87604
H 2.44339 2.63831 -1.93727
H 3.87439 1.88757 -1.16775
H -3.81194 -1.16426 2.93432
H -3.17023 0.48928 3.08995
H -3.84016 -0.02890 1.54710
H -2.09831 -2.34921 3.82104
H -0.72720 -2.99629 2.86779
H -0.48894 -1.61512 3.94631
F 1.73080 1.60035 1.59594
C 2.54331 0.10338 2.42360
F 3.82656 0.27777 2.13676
C 2.13800 0.18181 3.82979
F 2.90447 0.98192 4.60956
F 0.84258 0.63620 4.01782
F 2.15428 -1.10386 4.33901

=====

(3)
53
Properties=species:S:1:pos:R:3 method="wB97M-V/def2-TZVPD" largest_force_ev_per_a=0.18 total_charge=-2 homo_lumo_gap_ev=6.471 lumo_energy_ev=4.293 e_homo_ev=-2.18 total_energy_ev=-55535.82034 relative_energy_kcal_mol=13.5
K 0.71729 -0.30656 0.68845
O 0.95824 -1.43940 -3.69640
C 0.74833 -0.02872 -3.71291
C -0.35183 0.36323 -2.73766
N -0.56528 1.79346 -2.63218
C -1.77509 2.16560 -1.91138
C -1.94751 1.86443 -0.40684
O -2.34453 2.76262 0.32208
O -1.73421 0.63875 -0.02972
C 0.62934 2.59771 -2.35151
C 1.55487 2.08811 -1.21181
O 2.65991 1.60161 -1.55354
O 1.09465 2.17629 -0.04772
H 1.32136 -1.66243 -2.82439
H 0.46277 0.23249 -4.73578
H 1.67369 0.49213 -3.45668
H -0.10253 -0.10005 -1.77412
H -1.29548 -0.10148 -3.03850
H -2.61085 1.65429 -2.40879
H -1.91861 3.24045 -2.02662
H 0.29066 3.60269 -2.09075
H 1.22891 2.66309 -3.26364
N -1.36110 -1.38792 2.25622
N -0.72306 -1.36485 3.50451
C 0.68718 -1.58680 3.60211
O 1.18100 -1.28369 4.70654
O 1.25634 -2.07266 2.59111
H -1.65799 -0.47654 1.91551
H -2.15027 -2.01733 2.25654
H -1.06676 -0.71100 4.19039
N -3.05890 -1.25025 -0.93136
C -3.72267 -2.13491 -1.28673
H -2.42889 -0.34259 -0.57255
C 3.91558 -0.73846 0.61544
N 3.68873 -2.17458 0.55253
C 4.04243 -2.88904 1.77022
C 2.77081 -2.65174 -0.32972
O 2.04135 -1.91984 -1.00013
N 2.68038 -4.03217 -0.45465
C 3.87866 -4.82420 -0.62156
C 1.53087 -4.51246 -1.19804
H 4.98972 -0.54990 0.69458
H 3.42678 -0.30969 1.49682
H 3.54464 -0.22750 -0.27327
H 3.62897 -2.34958 2.62409
H 5.13138 -2.97943 1.85811
H 3.58965 -3.87516 1.77831
H 3.78087 -5.78426 -0.10602
H 4.74112 -4.30056 -0.22032
H 4.06624 -5.02466 -1.68578
H 0.64427 -3.96558 -0.88998
H 1.39301 -5.57154 -0.97192
H 1.65526 -4.38936 -2.28060

=====

(4)
46
Properties=species:S:1:pos:R:3 method="wB97M-V/def2-TZVPD" largest_force_ev_per_a=2.49 total_charge=+1 homo_lumo_gap_ev=6.584 lumo_energy_ev=-4.707 e_homo_ev=-11.29 total_energy_ev=-26576.29376 relative_energy_kcal_mol=10.9
Li -2.62523 -3.15852 -2.60977
Li -0.13538 -0.73081 -4.68619
O 0.83255 -1.72788 -0.87114
C -0.00711 -1.52572 -1.93499
O -1.12666 -2.14311 -1.82600
O 0.39918 -0.77381 -2.85169
H 0.13565 -2.24030 -0.40555
C 1.31907 -3.56150 3.92248
C 1.55933 -3.65007 2.43312
C 0.14321 -3.58905 1.88132
O -0.65109 -4.31225 2.80178
C -0.03659 -4.29944 4.08653
H 1.22979 -2.52084 4.23280
H 2.08750 -4.04989 4.51926
H 2.06265 -4.57878 2.14078
H 2.20950 -2.92546 1.93120
H 0.05810 -4.01282 0.87536
H -0.24217 -2.55551 1.83760
H 0.06132 -5.33255 4.41309
H -0.60978 -3.73089 4.82233
C 1.66871 1.74743 1.39071
C 1.02479 1.48712 0.03644
C 2.22673 1.01257 -0.73997
O 3.21819 1.99334 -0.40988
C 3.02780 2.35502 0.95326
H 1.79396 0.77352 1.87105
H 1.06715 2.37174 2.04890
H 0.67072 2.40361 -0.44918
H 0.15406 0.82788 0.04036
H 2.07627 0.95268 -1.81972
H 2.63214 0.02985 -0.47200
H 2.96912 3.43779 1.04095
H 3.80776 1.92397 1.58126
C -1.48069 3.26630 -2.38005
C -2.74774 4.11609 -2.42303
C -3.82669 3.03647 -2.67325
O -3.26629 1.78531 -2.32707
C -1.98092 1.98172 -1.73691
H -0.67270 3.74331 -1.82195
H -1.11578 3.11830 -3.39889
H -2.73354 4.89385 -3.18433
H -2.92693 4.61052 -1.46836
H -4.24509 3.07177 -3.68158
H -4.67144 3.29625 -2.02037
H -1.30450 1.17277 -2.02233
H -2.02893 2.01006 -0.64642